No. 1
Entry from OMol25: an isolated ion of composition C5H8N and charge +1 at a distorted geometry (wB97M-V/def2-TZVPD).

Geometry (Å):
C: -1.916 -0.688 0.083
C: -0.688 -0.243 -0.383
C: 0.907 -1.011 -0.558
C: 1.540 -0.502 0.739
N: 1.379 0.367 -0.466
C: 0.060 1.003 -0.515
H: -2.634 0.189 -0.132
H: -1.900 -0.534 1.147
H: -2.236 -1.656 -0.248
H: 0.896 -0.134 1.492
H: 2.441 -0.838 1.099
H: 2.220 0.762 -1.111
H: -0.016 1.532 -1.435
H: -0.053 1.753 0.288

Results
SMILES: CC1=C2C[N@@H+]2C1
Energy (eV): -6791.0254
2S+1: 1
HOMO-LUMO gap (spin up / spin down) (eV): 7.276 / 7.277
Relative energy (zero: lowest compared OMol25 entry of this formula, charge and spin) (kJ/mol): 681.5
Largest force on an atom (eV/A): 7.65
LUMO energy (spin up / spin down) (eV): -6.03 / -6.02
Total charge: +1



No. 2
Entry from OMol25: a 3-piece molecular cluster, C4H5NO2 overall at a distorted geometry (wB97M-V/def2-TZVPD).

Geometry (Å):
O: -1.421 -2.023 1.691
C: -0.993 -1.332 0.903
C: 0.801 0.115 1.135
C: 1.437 -0.222 -0.118
N: 0.732 1.043 0.290
C: -1.140 0.890 -1.252
O: -0.659 0.622 -2.326
H: -1.313 0.106 -0.496
H: 0.645 -0.026 2.195
H: 0.940 -0.840 -0.871
H: 2.517 -0.163 -0.179
H: -1.478 1.902 -0.965

Results
Energy (eV): -9809.9125
2S+1: 1
HOMO-LUMO gap (eV): 9.649
Relative energy (zero: lowest compared OMol25 entry of this formula, charge and spin) (kJ/mol): 424.8
Largest force on an atom (eV/A): 2.00
LUMO energy (eV): 0.10
Total charge: 0



No. 3
Entry from OMol25: a 2-piece molecular cluster, C7H12ClFO3S overall at a distorted geometry (wB97M-V/def2-TZVPD).

Geometry (Å):
C: 0.962 -0.703 0.224
C: 2.324 -0.272 0.870
C: 0.425 0.327 -0.725
C: 1.265 2.039 1.111
C: 1.964 0.935 1.792
C: 0.390 1.707 -0.054
C: -4.624 0.558 -0.455
O: -1.793 -1.018 0.883
O: -1.565 1.344 1.208
O: -3.209 0.525 -0.472
F: 1.213 0.397 2.843
S: -2.533 0.225 1.106
Cl: -0.240 2.993 -0.893
H: 1.080 -1.567 -0.388
H: 0.261 -0.960 0.921
H: 2.656 -1.175 1.523
H: 3.131 -0.019 0.183
H: 1.123 0.331 -1.521
H: -0.465 0.098 -1.421
H: 0.602 2.498 1.907
H: 1.887 2.817 0.688
H: 2.931 1.243 2.226
H: -5.019 1.140 0.330
H: -5.073 -0.459 -0.285
H: -4.947 0.731 -1.507

Results
Energy (eV): -39667.8155
2S+1: 1
HOMO-LUMO gap (spin up / spin down) (eV): 6.677 / 6.676
Relative energy (zero: lowest compared OMol25 entry of this formula, charge and spin) (kJ/mol): 174.8
Largest force on an atom (eV/A): 3.70
LUMO energy (spin up / spin down) (eV): -1.67 / -1.67
Total charge: 0



No. 4
Entry from OMol25: C24H34FeN3O2PS5 as an isolated structure (wB97M-V/def2-TZVPD).

Geometry (Å):
Fe: -0.499 -0.101 0.279
S: -0.779 1.699 1.685
S: -0.667 3.251 0.307
S: -1.693 2.545 -1.328
S: -0.697 0.803 -1.854
O: 1.268 -1.004 0.438
P: 2.299 -0.919 1.542
N: 1.671 -0.720 3.046
C: 1.927 0.430 3.923
C: 1.425 -0.085 5.264
C: 0.174 -0.898 4.897
C: 0.372 -1.304 3.421
N: 3.347 0.278 1.158
C: 2.830 1.559 0.587
C: 4.010 2.514 0.730
C: 4.723 2.016 1.984
C: 4.641 0.501 1.828
N: 3.101 -2.352 1.608
C: 3.664 -2.879 0.342
C: 4.820 -3.776 0.788
C: 5.264 -3.151 2.109
C: 3.931 -2.781 2.747
H: 1.351 1.302 3.596
H: 2.983 0.689 3.940
H: 1.218 0.719 5.968
H: 2.180 -0.741 5.702
H: -0.725 -0.290 4.992
H: 0.058 -1.768 5.542
H: -0.442 -0.881 2.822
H: 0.383 -2.383 3.264
H: 1.965 1.911 1.149
H: 2.517 1.413 -0.445
H: 3.676 3.547 0.807
H: 4.676 2.432 -0.132
H: 4.183 2.338 2.876
H: 5.753 2.362 2.062
H: 4.709 -0.033 2.777
H: 5.457 0.145 1.190
H: 4.020 -2.056 -0.285
H: 2.903 -3.419 -0.221
H: 5.611 -3.825 0.042
H: 4.458 -4.791 0.968
H: 5.853 -2.250 1.922
H: 5.850 -3.827 2.729
H: 4.000 -2.004 3.507
H: 3.483 -3.660 3.222
O: -2.275 -1.171 0.345
S: -3.017 -1.297 -0.982
C: -1.997 -2.345 -2.016
C: -2.328 -2.480 -3.355
C: -1.527 -3.262 -4.170
C: -0.402 -3.888 -3.648
C: -0.077 -3.732 -2.309
C: -0.877 -2.956 -1.481
C: -4.290 -2.498 -0.606
C: -4.224 -3.251 0.554
C: -5.248 -4.146 0.829
C: -6.319 -4.276 -0.045
C: -6.377 -3.504 -1.197
C: -5.363 -2.601 -1.478
H: -3.190 -1.967 -3.763
H: -1.771 -3.369 -5.218
H: 0.228 -4.488 -4.291
H: 0.804 -4.212 -1.902
H: -0.628 -2.830 -0.435
H: -3.388 -3.122 1.227
H: -5.212 -4.739 1.733
H: -7.117 -4.971 0.179
H: -7.220 -3.593 -1.870
H: -5.413 -1.980 -2.365

Results
Energy (eV): -131861.6629
2S+1: 5
HOMO-LUMO gap (spin up / spin down) (eV): 6.830 / 6.954
Largest force on an atom (eV/A): 0.43
LUMO energy (spin up / spin down) (eV): 0.45 / 0.45
Total charge: 0